C3H4N2O in the gas phase at a distorted geometry. Source: the OMol25 dataset; level of theory: the ωB97M-V functional and the def2-TZVPD basis.

Calculated values
E_LUMO (eV): 0.6
Orbital gap (eV): 11.18
Relative energy (zero: lowest compared OMol25 entry of this formula, charge and spin) (kJ/mol): 71.3
SMILES: N#CCNC=O
HOMO energy (eV): -10.6
Calculated total energy (a.u.): -301.4601

```
! wB97M-V def2-TZVPD RIJCOSX def2/J DEFGRID3
* xyz 0 1
O -0.3360 -1.9574 -0.1524
C 0.6982 -1.3535 0.0181
N 0.7495 -0.0401 0.3965
C -0.4830 0.7139 0.4363
C -1.0101 0.9936 -0.9167
N -1.3909 1.1997 -1.9876
H 1.6979 -1.8074 -0.0953
H 1.6287 0.4542 0.3520
H -1.2332 0.1400 0.9870
H -0.3212 1.6571 0.9622
*
```